Computed, not measured: a structure of composition C36H40N6O4Ti, with the ωB97M-V functional and the def2-TZVPD basis.

Element x y z (Å)
Ti 0.60141 -0.86977 -0.15408
C -6.13195 -3.26818 0.94481
C -4.81701 -2.59818 0.64600
C -4.62794 -1.84535 -0.51323
C -3.42686 -1.21515 -0.80957
C -3.15446 -0.66803 -2.19867
N -3.47183 0.73140 -2.37940
C -2.75017 1.75833 -1.61808
C -3.40980 2.12682 -0.29466
C -2.56093 3.13358 0.47160
N -1.35881 2.51647 0.97679
C -0.51763 3.16509 1.82397
C 0.71340 2.66943 2.28552
C 1.41612 3.35223 3.30633
C 2.58310 2.87582 3.88771
C 3.29451 3.66769 4.95216
C 3.07422 1.64969 3.46529
C 2.42442 0.93892 2.43333
C 2.94039 -0.36769 2.08642
N 2.41620 -1.21292 1.28520
C 3.10652 -2.48419 1.11752
C 2.06927 -3.60345 1.10147
C 0.93971 -3.31833 2.08158
N -0.07182 -2.42960 1.46274
C -1.27283 -2.67557 1.82756
C -2.49261 -2.17686 1.19651
C -3.70868 -2.79961 1.46259
C -2.39370 -1.25624 0.13836
O -1.33967 -0.51911 -0.01824
C 1.29547 1.45032 1.79853
O 0.75609 0.84800 0.76218
H -6.95374 -2.77308 0.42752
H -6.35286 -3.24418 2.01230
H -6.13266 -4.31586 0.63463
H -5.44104 -1.77010 -1.23086
H -3.85938 -1.20402 -2.83874
H -3.49216 0.96739 -3.36028
H -2.72301 2.65232 -2.24728
H -1.71351 1.47509 -1.43535
H -3.55437 1.23580 0.31981
H -4.39875 2.54876 -0.48667
H -3.13142 3.54681 1.30946
H -2.32282 3.98100 -0.19023
H -1.01947 1.65774 0.56271
H -0.88795 4.09918 2.23073
H 1.00402 4.29201 3.66225
H 2.67326 4.48585 5.31733
H 4.22167 4.10286 4.57226
H 3.55643 3.04273 5.80804
H 3.96237 1.22345 3.91967
H 3.86273 -0.65240 2.60641
H 3.80942 -2.63647 1.94543
H 3.67091 -2.46525 0.18294
H 2.54932 -4.55309 1.34545
H 1.63738 -3.71722 0.10366
H 1.32801 -2.83030 2.97973
H 0.45448 -4.24764 2.38776
H -1.44872 -3.44349 2.58843
H -3.78072 -3.48682 2.30093
C -1.98301 -3.67261 -2.27417
C -1.21375 -2.40121 -2.06647
O -0.18105 -2.45321 -1.40934
C -1.71521 -1.13547 -2.74948
C -0.66457 -0.06481 -2.96874
C -0.70461 0.70473 -4.25366
N 0.26185 0.10002 -2.11765
N 1.30004 0.97683 -2.44016
C 2.36822 0.47849 -1.87047
O 2.38794 -0.65231 -1.25023
C 3.63021 1.26751 -1.92087
C 4.75546 0.78006 -1.26709
C 5.93375 1.51335 -1.26620
C 5.98913 2.73498 -1.92063
C 4.86439 3.22411 -2.57395
C 3.68675 2.49517 -2.57428
H -1.35098 -4.34098 -2.86378
H -2.15993 -4.13573 -1.30386
H -2.92950 -3.51683 -2.78665
H -1.93706 -1.49521 -3.76363
H -1.60127 0.48113 -4.83054
H -0.65696 1.77486 -4.04748
H 0.17411 0.47236 -4.85898
H 4.68660 -0.17181 -0.75824
H 6.80705 1.13295 -0.75177
H 6.90668 3.30981 -1.91978
H 4.90460 4.18023 -3.08013
H 2.79952 2.86697 -3.06810

Summary:
Maximum force ... 0.02866 hartree/bohr
LUMO (spin up / spin down) ... 0.21 / 0.16 eV
Energy relative to the best compared isomer or geometry (same formula, charge and spin) ... 0.0000 eV
HOMO-LUMO gap (spin up / spin down) ... 0.1833 / 0.2717 Eh
Energy ... -78230.1528 eV
Spin multiplicity ... 3